Below is a cluster of 13 separate species, C20H66O23 in total in a non-equilibrium geometry, with properties calculated with the ωB97M-V functional and the def2-TZVPD basis.

Bonds (Å) are listed after each position.
Element x y z (Å)
1 O 1.101 -0.461 -3.182  H2 0.934, H3 0.980
2 H 1.708 0.084 -2.726  O1 0.934
3 H 0.431 0.206 -3.438  O1 0.980
4 O -0.060 1.873 -3.907  H5 0.941, H6 0.987
5 H -0.686 2.288 -3.339  O4 0.941
6 H 0.426 2.541 -4.446  O4 0.987
7 O -0.351 2.704 -1.143  H8 0.922, H9 0.959
8 H 0.394 2.504 -1.648  O7 0.922
9 H -0.928 1.943 -1.227  O7 0.959
10 C -3.940 0.475 -6.356  C11 1.493, O13 1.375, H14 1.104, H15 1.047
11 C -5.237 1.171 -6.605  C10 1.493, O12 1.442, H16 1.073, H17 1.082
12 O -5.780 1.043 -7.935  C11 1.442, H18 0.991
13 O -3.461 0.941 -5.155  C10 1.375, H19 0.958
14 H -3.169 0.691 -7.116  C10 1.104
15 H -4.074 -0.560 -6.266  C10 1.047
16 H -4.984 2.209 -6.505  C11 1.073
17 H -5.873 0.830 -5.799  C11 1.082
18 H -5.074 1.264 -8.594  O12 0.991
19 H -3.106 0.181 -4.693  O13 0.958
20 C -3.957 2.787 -0.663  C21 1.557, O23 1.412, H24 1.085, H25 1.061
21 C -5.008 2.310 0.383  C20 1.557, O22 1.411, H26 1.093, H27 1.115
22 O -4.927 3.182 1.490  C21 1.411, H28 0.911
23 O -3.900 2.058 -1.871  C20 1.412, H29 0.931
24 H -2.996 2.787 -0.159  C20 1.085
25 H -4.253 3.797 -0.792  C20 1.061
26 H -4.623 1.347 0.725  C21 1.093
27 H -6.047 2.208 -0.009  C21 1.115
28 H -4.273 2.847 2.028  O22 0.911
29 H -4.434 2.597 -2.411  O23 0.931
30 C -1.899 -0.008 -0.284  C31 1.487, O33 1.449, H34 1.043, H35 1.082
31 C -0.534 -0.324 0.215  C30 1.487, O32 1.396, H36 1.100, H37 1.048
32 O -0.590 -0.923 1.475  C31 1.396, H38 0.980
33 O -1.808 0.490 -1.641  C30 1.449, H39 0.939
34 H -2.467 0.602 0.344  C30 1.043
35 H -2.547 -0.874 -0.237  C30 1.082
36 H 0.203 0.489 0.138  C31 1.100
37 H -0.204 -1.170 -0.310  C31 1.048
38 H 0.265 -1.282 1.790  O32 0.980
39 H -2.643 0.849 -1.877  O33 0.939
40 C 2.086 -4.709 -1.625  C41 1.508, O43 1.370, H44 1.069, H45 1.084
41 C 2.170 -3.825 -0.405  C40 1.508, O42 1.439, H46 1.158, H47 1.100
42 O 1.382 -2.714 -0.869  C41 1.439, H48 0.969
43 O 3.038 -5.688 -1.516  C40 1.370, H49 0.988
44 H 2.314 -4.139 -2.500  C40 1.069
45 H 1.087 -5.125 -1.554  C40 1.084
46 H 3.208 -3.359 -0.191  C41 1.158
47 H 1.805 -4.391 0.465  C41 1.100
48 H 1.992 -2.241 -1.454  O42 0.969
49 H 3.894 -5.211 -1.388  O43 0.988
50 C -2.242 1.391 4.910  C51 1.590, O53 1.373, H54 1.037, H55 1.100
51 C -1.987 1.524 3.346  C50 1.590, O52 1.438, H56 1.062, H57 1.125
52 O -2.535 2.769 2.882  C51 1.438, H58 0.947
53 O -1.836 0.110 5.192  C50 1.373, H59 1.014
54 H -3.143 1.725 5.300  C50 1.037
55 H -1.596 2.118 5.425  C50 1.100
56 H -2.373 0.703 2.793  C51 1.062
57 H -0.878 1.658 3.220  C51 1.125
58 H -2.122 3.453 3.389  O52 0.947
59 H -0.964 -0.043 4.697  O53 1.014
60 C 2.243 2.785 2.203  C61 1.556, O63 1.380, H64 1.115, H65 1.142
61 C 1.334 3.752 1.391  C60 1.556, O62 1.324, H66 1.142, H67 1.132
62 O 1.380 4.962 1.926  C61 1.324, H68 1.001
63 O 1.693 1.520 2.185  C60 1.380, H69 0.900
64 H 2.143 3.063 3.279  C60 1.115
65 H 3.333 2.768 1.862  C60 1.142
66 H 0.255 3.379 1.367  C61 1.142
67 H 1.690 3.751 0.317  C61 1.132
68 H 2.318 5.308 1.863  O62 1.001
69 H 1.206 1.614 2.935  O63 0.900
70 C 3.538 -0.141 -0.258  C71 1.542, O73 1.402, H74 1.111, H75 1.020
71 C 3.660 1.264 -0.882  C70 1.542, O72 1.409, H76 1.049, H77 1.064
72 O 3.028 1.283 -2.142  C71 1.409, H78 0.962
73 O 3.450 -0.080 1.141  C70 1.402, H79 0.932
74 H 4.352 -0.844 -0.538  C70 1.111
75 H 2.627 -0.445 -0.599  C70 1.020
76 H 4.594 1.716 -1.030  C71 1.049
77 H 3.164 1.914 -0.202  C71 1.064
78 H 3.509 1.926 -2.671  O72 0.962
79 H 2.577 0.111 1.406  O73 0.932
80 C 1.750 -0.530 6.277  C81 1.501, O83 1.391, H84 1.062, H85 1.130
81 C 1.477 0.384 5.119  C80 1.501, O82 1.379, H86 1.098, H87 1.025
82 O 0.762 -0.335 4.184  C81 1.379, H88 0.984
83 O 2.516 0.173 7.201  C80 1.391, H89 0.972
84 H 2.221 -1.440 5.997  C80 1.062
85 H 0.763 -0.907 6.677  C80 1.130
86 H 2.349 0.813 4.609  C81 1.098
87 H 1.093 1.266 5.474  C81 1.025
88 H 1.466 -0.890 3.779  O82 0.984
89 H 2.836 1.014 6.834  O83 0.972
90 C 3.602 -2.578 2.673  C91 1.539, O93 1.395, H94 1.068, H95 1.080
91 C 3.837 -3.873 3.471  C90 1.539, O92 1.379, H96 1.106, H97 1.064
92 O 5.180 -3.980 3.766  C91 1.379, H98 0.968
93 O 2.302 -2.445 2.185  C90 1.395, H99 0.982
94 H 4.273 -2.583 1.843  C90 1.068
95 H 3.667 -1.653 3.228  C90 1.080
96 H 3.486 -4.767 2.922  C91 1.106
97 H 3.292 -3.699 4.367  C91 1.064
98 H 5.504 -4.756 3.288  O92 0.968
99 H 2.414 -2.032 1.301  O93 0.982
100 C -1.814 -2.504 -4.236  C101 1.524, O103 1.386, H104 1.147, H105 1.112
101 C -0.707 -3.207 -3.459  C100 1.524, O102 1.379, H106 1.195, H107 1.113
102 O 0.543 -3.129 -4.038  C101 1.379, H108 0.911
103 O -1.841 -1.153 -3.926  C100 1.386, H109 0.944
104 H -2.815 -2.909 -3.848  C100 1.147
105 H -1.744 -2.955 -5.249  C100 1.112
106 H -1.172 -4.303 -3.362  C101 1.195
107 H -0.701 -2.862 -2.401  C101 1.113
108 H 0.984 -2.485 -3.570  O102 0.911
109 H -1.612 -0.979 -3.027  O103 0.944

Results
Charge = 0
Energy relative to the best compared isomer or geometry (same formula, charge and spin) = 74.6 kcal/mol
LUMO level = -0.07 eV
Orbital gap = 9.419 eV
Strongest force on any atom = 0.092 hartree/bohr